Record 1
{"formula": "C3H5NO", "method": "the ωB97M-V functional and the def2-TZVPD basis", "species": ["C", "O", "C", "C", "N", "H", "H", "H", "H", "H"], "xyz": [[-0.780101, 0.836094, 0.172658], [-0.876341, -0.057034, -0.924822], [0.353858, -0.727713, -0.878460], [0.694465, -0.396540, 0.566968], [1.221385, -0.559821, 1.646525], [-1.739603, 0.927514, 0.693272], [-0.384273, 1.819953, -0.110906], [0.150288, 0.252071, 1.460522], [1.110259, -0.293446, -1.548656], [0.250067, -1.801075, -1.077102]], "atomic_forces_ev_per_a": [[-0.208, 0.307, 0.150], [-0.082, 0.035, -0.058], [0.220, -0.161, -0.043], [0.381, -0.264, 0.459], [-0.170, -0.031, -0.612], [0.143, -0.020, -0.092], [-0.066, -0.139, 0.004], [-0.162, 0.184, 0.069], [-0.099, -0.059, 0.081], [0.043, 0.149, 0.042]], "max_force_ha_per_bohr": 0.0127, "e_tot_ev": -6724.02910, "orbital_gap_ev": 9.42}


Record 2
{"formula": "C3H5NO", "method": "the ωB97M-V functional and the def2-TZVPD basis", "species": ["C", "O", "C", "C", "N", "H", "H", "H", "H", "H"], "xyz": [[1.049399, -0.705762, 0.337176], [0.557992, 0.607246, 0.623170], [-0.680904, 1.070015, 0.050000], [-1.244971, -0.005010, -0.769616], [-1.267535, -1.060780, -1.244584], [1.121308, -1.310453, 1.248520], [2.007034, -0.668799, -0.195393], [0.367110, -1.240293, -0.317827], [-0.514920, 1.963609, -0.572434], [-1.394512, 1.350227, 0.840990]], "atomic_forces_ev_per_a": [[0.015, -0.273, -0.113], [-0.287, 0.160, -0.107], [0.233, -0.122, 0.080], [0.060, -0.987, -0.379], [-1.035, 1.118, -0.154], [0.172, 0.440, 0.033], [-0.045, 0.293, 0.371], [0.431, -0.145, 0.201], [0.134, -0.305, 0.188], [0.322, -0.178, -0.120]], "max_force_ha_per_bohr": 0.0298, "smiles": "COCC#N", "e_tot_ev": -6727.77433, "orbital_gap_ev": 11.25}


Record 3
{"formula": "C3H5NO", "method": "the ωB97M-V functional and the def2-TZVPD basis", "species": ["C", "N", "O", "H", "C", "C", "H", "H", "H", "H"], "xyz": [[-1.613165, 1.126350, -0.449220], [-2.075458, 0.096557, -0.756423], [-2.919695, -0.716566, -1.060355], [-0.765126, 1.733242, -0.190009], [1.689223, -0.641279, 0.037488], [0.771721, -0.020288, 0.782759], [2.448461, -0.239286, -0.560621], [1.529127, -1.670861, -0.169647], [0.099916, -0.665512, 1.264567], [0.834992, 0.997643, 1.101463]], "atomic_forces_ev_per_a": [[0.940, -0.562, -0.100], [-2.045, 1.177, -0.016], [1.176, -0.315, 0.086], [-0.404, -0.160, -0.171], [-1.709, 0.176, 0.204], [2.238, -0.626, -0.322], [1.100, 1.081, -0.352], [-0.040, -0.914, 0.076], [-1.240, -0.397, 0.643], [-0.015, 0.540, -0.049]], "max_force_ha_per_bohr": 0.0459, "smiles": "C#[N+][O-].C=C", "e_tot_ev": -6725.06550, "orbital_gap_ev": 10.51}


Record 4
{"formula": "C3H5NO", "method": "the ωB97M-V functional and the def2-TZVPD basis", "species": ["O", "C", "C", "N", "C", "H", "H", "H", "H", "H"], "xyz": [[-1.108281, 0.306616, 1.871019], [-0.597761, 0.030713, 0.822585], [0.598655, -0.818967, 0.352484], [0.737782, 0.111574, -0.802275], [-0.660999, 0.588655, -0.602510], [1.489992, -0.929544, 0.976377], [0.292420, -1.799649, -0.043462], [1.387153, 0.862171, -0.564942], [-0.819736, 1.660916, -0.757874], [-1.319224, -0.012485, -1.251402]], "atomic_forces_ev_per_a": [[0.321, -0.205, -0.572], [-0.230, -0.096, 0.290], [0.373, -0.189, -0.049], [0.152, 0.141, -0.134], [-0.015, 0.240, -0.391], [-0.257, 0.010, 0.090], [0.005, 0.203, 0.359], [-0.219, -0.227, 0.020], [-0.141, -0.227, 0.098], [0.009, 0.350, 0.288]], "max_force_ha_per_bohr": 0.0134, "smiles": "O=C1CNC1", "e_tot_ev": -6728.15363, "orbital_gap_ev": 10.74}


Record 5
{"formula": "C3H5NO", "method": "the ωB97M-V functional and the def2-TZVPD basis", "species": ["C", "C", "C", "N", "O", "H", "H", "H", "H", "H"], "xyz": [[-0.264375, -0.921669, -0.389270], [-1.301053, -0.281345, 0.149880], [0.932531, -0.191373, -0.069545], [0.541956, 0.920641, 0.853322], [-0.943884, 0.799569, 0.887498], [-0.364146, -1.701656, -1.250460], [-2.454347, -0.449766, 0.100184], [1.849996, -0.709663, 0.355156], [1.237453, 0.656416, -1.302640], [0.765870, 1.878847, 0.665875]], "atomic_forces_ev_per_a": [[-1.736, -2.028, -2.103], [-1.396, 0.053, 0.168], [3.028, 4.581, -2.267], [-1.608, -3.228, 0.874], [0.185, 0.946, 0.229], [0.355, 1.433, 2.127], [2.529, 0.292, 0.086], [-1.101, 0.623, -1.066], [-0.009, -2.783, 2.748], [-0.248, 0.110, -0.796]], "max_force_ha_per_bohr": 0.1155, "e_tot_ev": -6724.89528, "orbital_gap_ev": 8.69}


Record 6
{"formula": "C3H5NO", "method": "the ωB97M-V functional and the def2-TZVPD basis", "species": ["C", "C", "N", "C", "O", "H", "H", "H", "H", "H"], "xyz": [[-0.759417, -1.212587, -0.093725], [-0.490782, 1.001543, 0.253534], [0.813341, 0.890761, 0.027588], [1.759501, 0.227249, -0.237714], [0.361805, -1.671786, -0.349808], [-1.201560, -1.311491, 0.913636], [-1.484862, -0.993294, -0.897251], [-1.052214, 1.521133, -0.517406], [-0.766372, 1.203058, 1.284559], [2.820564, 0.345416, -0.383411]], "atomic_forces_ev_per_a": [[-0.040, -0.107, -0.011], [-0.012, 0.209, 0.040], [0.564, -0.574, -0.189], [-0.535, 0.593, 0.188], [-0.258, 0.101, 0.058], [0.125, 0.003, -0.113], [0.152, -0.029, 0.065], [0.064, -0.092, 0.074], [0.032, -0.058, -0.117], [-0.094, -0.047, 0.006]], "max_force_ha_per_bohr": 0.0161, "e_tot_ev": -6725.55374, "orbital_gap_ev": 9.50}


Record 7
{"formula": "C3H5NO", "method": "the ωB97M-V functional and the def2-TZVPD basis", "species": ["O", "C", "C", "C", "N", "H", "H", "H", "H", "H"], "xyz": [[-0.738071, -0.771424, -0.284643], [-0.746167, 0.172811, 0.788842], [0.410007, 0.960300, 0.149055], [0.547825, -0.296000, -0.653557], [1.330131, -1.083236, -1.230084], [0.610125, -1.820867, -1.143040], [-1.702568, 0.677621, 0.864176], [-0.468927, -0.320049, 1.726780], [1.252122, 1.257489, 0.771792], [0.046014, 1.791125, -0.457170]], "atomic_forces_ev_per_a": [[0.363, 0.483, -0.025], [-0.283, 0.616, 0.555], [0.045, 0.238, 0.099], [-0.656, -0.632, 0.211], [-0.536, 0.362, 0.341], [1.205, -1.231, -1.211], [-0.095, 0.073, 0.144], [-0.108, 0.164, -0.053], [-0.022, -0.054, -0.156], [0.089, -0.020, 0.095]], "max_force_ha_per_bohr": 0.0409, "e_tot_ev": -6727.88107, "orbital_gap_ev": 11.16}


Record 8
{"formula": "C3H5NO", "method": "the ωB97M-V functional and the def2-TZVPD basis", "species": ["C", "C", "C", "H", "H", "H", "H", "N", "O", "H"], "xyz": [[0.472027, -0.533158, -0.170652], [-0.075993, 0.661024, -0.397327], [-0.475456, -0.081073, 0.849144], [0.795821, -1.498156, -0.225209], [-0.199362, 1.587719, -0.970800], [-1.550697, -0.384153, 0.903007], [-0.233547, 0.548390, 1.754606], [3.312151, 0.362657, -0.484608], [2.609136, -0.136175, 0.373569], [4.064301, 1.056798, -0.075099]], "atomic_forces_ev_per_a": [[-2.932, 3.235, -0.231], [1.135, -2.147, -0.317], [-2.326, 3.166, 1.657], [1.453, -1.827, -1.210], [0.138, -0.867, 0.175], [0.859, -0.297, -0.081], [0.320, -1.423, -0.379], [-0.225, -0.417, 1.038], [2.818, 1.404, -0.743], [-1.240, -0.828, 0.089]], "max_force_ha_per_bohr": 0.0850, "smiles": "C1=CC1.N=O", "e_tot_ev": -6722.66191, "orbital_gap_ev": [7.88, 7.87]}


Record 9
{"formula": "C3H5NO2", "method": "the ωB97M-V functional and the def2-TZVPD basis", "species": ["O", "C", "N", "C", "O", "C", "H", "H", "H", "H", "H"], "xyz": [[-0.692274, -0.408269, -2.083699], [-0.205898, -0.215211, -0.940385], [-0.850860, 0.556186, -0.012999], [-0.735949, 0.638124, 1.374182], [-1.598175, 1.255625, 2.058586], [1.186150, -0.629986, -0.534495], [-1.721434, 0.976449, -0.332852], [0.097038, 0.048746, 1.760125], [1.169048, -1.522863, 0.104549], [1.639391, 0.167976, 0.066108], [1.712963, -0.866780, -1.459124]], "atomic_forces_ev_per_a": [[0.080, -0.056, -0.178], [0.292, 0.611, 0.315], [-0.730, -0.207, 0.102], [0.318, -0.078, -0.543], [0.038, 0.142, 0.194], [-0.719, -0.230, -0.146], [0.162, -0.219, -0.070], [0.007, -0.003, 0.312], [0.038, -0.060, 0.018], [0.252, 0.021, -0.165], [0.262, 0.077, 0.162]], "max_force_ha_per_bohr": 0.0150, "multiplicity": 2, "charge": -1, "e_tot_ev": -8776.93868, "s_squared": 0.7704, "orbital_gap_ev": [4.11, 8.72]}


Record 10
{"formula": "C3H5NO2", "method": "the ωB97M-V functional and the def2-TZVPD basis", "species": ["N", "C", "O", "C", "C", "O", "H", "H", "H", "H", "H"], "xyz": [[1.161539, -0.824499, 0.982764], [0.925672, 0.360687, 0.396865], [1.797001, 1.083505, -0.024230], [-0.463304, 0.743198, -0.066433], [-1.171258, -0.061498, -1.067923], [-1.503259, -0.130376, 0.313977], [0.443688, -1.296746, 1.486143], [2.098275, -1.144102, 1.157681], [-0.666239, 1.812529, -0.002346], [-1.934767, 0.401824, -1.695881], [-0.687347, -0.944522, -1.480619]], "atomic_forces_ev_per_a": [[-0.335, -0.518, 0.522], [-0.024, 0.425, -1.854], [1.028, 0.577, 0.235], [-0.025, -0.204, 0.862], [0.084, -0.169, -0.106], [-0.613, -0.180, 0.135], [-0.562, -0.194, 0.031], [0.151, 0.413, -0.088], [0.070, -0.223, 0.027], [0.278, -0.011, 0.143], [-0.053, 0.086, 0.093]], "max_force_ha_per_bohr": 0.0370, "smiles": "NC(=O)[C@H]1CO1", "e_tot_ev": -8776.21917, "orbital_gap_ev": 10.80}